# 1
# C21H22F10N5O4Pd

C21H22F10N5O4Pd as an isolated structure (ωB97M-V/def2-TZVPD, OMol25).

Last column: Mulliken charge in e.
CARTESIAN COORDINATES (ANGSTROEM)
Pd1 2.504 3.568 -0.041  0.571
F1 0.331 -2.157 -2.618  -0.344
C1 -0.316 -1.349 -1.753  0.406
C2 0.216 -0.130 -1.472  -0.954
C3 -0.439 0.746 -0.604  0.986
C4 0.192 2.023 -0.297  2.066
O1 1.280 2.287 -0.881  -1.126
C5 -0.479 2.854 0.631  -0.795
C6 -1.678 2.423 1.122  -0.098
N1 -2.299 1.266 0.826  0.086
C7 -3.651 1.143 1.369  -0.126
C8 -4.793 0.460 0.695  -0.534
C9 -4.232 -0.079 1.999  -0.559
C10 -1.659 0.366 -0.031  -0.200
C11 -2.159 -0.917 -0.300  -0.054
C12 -1.512 -1.785 -1.163  -1.584
N2 -2.053 -3.088 -1.348  0.184
C13 -1.299 -4.104 -2.079  -0.762
C14 -2.054 -5.435 -1.971  -0.737
N3 -2.879 -5.390 -0.717  -0.152
C15 -4.024 -4.426 -0.902  -0.802
C16 -3.478 -3.194 -1.634  -0.310
C17 -0.048 4.232 1.103  0.701
O2 -0.680 4.758 1.995  -0.657
O3 0.949 4.788 0.493  -0.821
H1 1.151 0.173 -1.918  0.549
H2 -2.186 3.078 1.820  0.518
H3 -3.905 2.071 1.860  0.443
H4 -4.608 -0.078 -0.221  0.145
H5 -5.744 0.971 0.715  0.315
H6 -3.663 -0.995 1.998  0.157
H7 -4.805 0.072 2.902  0.352
H8 -3.032 -1.276 0.210  0.641
H9 -0.315 -4.205 -1.624  0.514
H10 -1.157 -3.872 -3.137  0.441
H11 -1.373 -6.281 -1.916  0.390
H12 -2.756 -5.601 -2.787  0.342
H13 -2.286 -5.034 0.038  0.380
H14 -3.220 -6.313 -0.448  0.337
H15 -4.409 -4.195 0.089  0.453
H16 -4.792 -4.943 -1.473  0.370
H17 -4.014 -2.319 -1.280  0.197
H18 -3.662 -3.265 -2.712  0.318
F2 5.211 -0.851 1.937  -0.253
C18 4.247 0.076 2.025  0.461
F3 3.081 -0.577 2.112  -0.233
F4 4.417 0.730 3.172  -0.236
C19 4.229 1.076 0.822  1.267
O4 3.203 1.918 1.032  -1.237
C20 4.030 0.275 -0.500  0.620
F5 2.880 -0.420 -0.462  -0.218
F6 3.938 1.102 -1.551  -0.298
F7 5.007 -0.596 -0.764  -0.280
C21 5.594 1.823 0.768  0.538
F8 5.779 2.554 1.860  -0.257
F9 6.644 1.009 0.631  -0.266
F10 5.615 2.676 -0.282  -0.308
N4 4.784 5.105 1.189  -0.494
N5 3.520 5.175 0.527  -0.251
H19 5.070 6.041 1.465  0.271
H20 5.461 4.713 0.544  0.199
H21 3.504 5.823 -0.266  0.332
H22 2.818 5.501 1.201  0.397

## Properties
Net charge ... +1
Calculated total energy ... -2514.44573 hartree
HOMO level ... -10.611 eV
Energy relative to the best compared isomer or geometry (same formula, charge and spin) ... 0.1391 eV
LUMO energy ... -0.1243 Ha
Orbital gap ... 0.26565 Eh

---

# 2
# C21H22FN3O4

C21H22FN3O4 as an isolated structure at a distorted geometry (ωB97M-V/def2-TZVPD, OMol25).

Last column: Mulliken charge in e.
CARTESIAN COORDINATES (ANGSTROEM)
C1 3.491 -1.900 -3.315  -1.028
H1 4.364 -1.108 -3.309  0.281
H2 2.541 -1.200 -3.699  0.104
C2 3.270 -2.311 -1.962  -0.368
N1 3.163 -1.140 -1.130  -0.117
C3 1.977 -1.317 -0.277  0.487
O1 1.158 -2.292 -0.216  -0.626
C4 1.834 0.049 0.552  -0.790
H3 2.308 0.881 0.100  0.390
H4 2.420 -0.272 1.592  0.334
C5 0.200 0.227 0.974  -0.677
N2 -0.307 1.326 0.108  0.637
C6 -0.592 2.379 1.017  0.533
O2 -1.493 3.231 0.692  -0.719
N3 -0.427 2.059 2.295  0.124
C7 0.308 0.675 2.493  0.044
O3 0.913 0.311 3.540  -0.578
C8 -0.777 2.697 3.508  0.211
C9 -0.058 3.068 4.561  -0.165
C10 -0.365 3.634 5.658  -0.605
C11 -1.520 4.407 5.511  0.507
C12 -2.522 4.022 4.540  -0.588
C13 -2.184 3.367 3.493  -0.377
H5 -2.800 3.115 2.703  0.488
H6 -3.517 4.904 4.387  0.195
F1 -1.925 5.207 6.699  -0.321
H7 0.537 3.888 6.493  0.257
H8 0.848 2.503 4.516  0.319
C14 -0.355 1.152 -1.154  -0.789
C15 -0.913 -0.055 -1.583  0.155
C16 -2.178 -0.528 -1.119  -0.752
C17 -2.510 -1.718 -1.593  -0.152
C18 -1.957 -2.493 -2.486  0.258
C19 -0.658 -1.938 -3.125  0.036
C20 -0.246 -0.739 -2.694  -2.366
H9 0.353 -0.292 -3.135  1.573
H10 -0.259 -2.302 -4.001  0.513
O4 -2.512 -3.901 -2.685  -0.360
C21 -1.862 -4.505 -3.833  -0.963
H11 -2.526 -5.544 -3.944  0.219
H12 -1.763 -4.057 -4.623  0.498
H13 -0.877 -5.000 -3.495  0.296
H14 -3.376 -2.322 -1.088  0.171
H15 -2.436 -0.095 -0.279  0.698
H16 -1.101 2.105 -1.548  0.380
H17 0.626 1.594 -1.523  0.290
H18 -0.075 -0.654 1.077  0.989
H19 3.793 -0.494 -0.870  0.182
H20 4.021 -2.843 -1.693  0.651
H21 2.304 -3.128 -2.047  0.152
H22 3.659 -2.655 -4.083  0.370

## Properties
Calculated total energy ... -1377.98501 hartree
HOMO level ... -8.436 eV
Energy relative to the best compared isomer or geometry (same formula, charge and spin) ... 16.9951 eV
LUMO energy ... 0.0005 Ha
Orbital gap ... 0.31048 Eh